Record 1
Density functional theory data (ωB97M-V with the def2-TZVPD basis set) for C29H33CoN2O2PSi as an isolated structure at a distorted geometry.

Structure (XYZ):
```
69
Properties=species:S:1:pos:R:3:forces:R:3
Co -0.50173 0.00062 -1.24242 -0.87 0.60 -0.22
C 0.93613 3.88902 4.74596 0.03 -0.05 -0.04
C 2.02126 3.04921 4.52270 -0.02 0.00 -0.01
C 1.95370 2.06663 3.54555 -0.04 0.03 0.03
C 0.79877 1.90675 2.77618 0.14 0.00 -0.10
C -0.28521 2.74804 3.01812 0.04 -0.03 -0.02
C -0.21715 3.73643 3.99190 -0.04 0.02 0.00
P 0.63269 0.66609 1.42380 -0.14 -0.15 0.22
C 1.76693 -0.64823 2.02970 0.05 -0.06 -0.14
C 1.63773 -1.15379 3.32434 -0.04 -0.01 -0.06
C 2.48300 -2.15450 3.77707 0.05 -0.08 0.05
C 3.46758 -2.67437 2.94375 -0.08 0.05 0.01
C 3.58595 -2.19612 1.64878 -0.01 0.06 -0.02
C 2.73728 -1.19559 1.18999 0.02 0.06 0.12
C 1.60479 1.34729 0.04851 0.24 0.37 0.04
C 2.71773 2.18473 0.17936 -0.13 -0.10 0.01
C 3.40321 2.60247 -0.94834 0.03 0.03 0.09
C 2.97452 2.18151 -2.20235 -0.09 -0.04 -0.17
C 1.85931 1.36459 -2.32627 0.09 0.01 0.09
C 1.14544 0.92947 -1.20203 0.41 -0.31 -0.10
H 0.98922 4.65351 5.51036 0.00 0.00 0.00
H 2.92209 3.16063 5.11366 0.00 0.00 -0.01
H 2.80028 1.40777 3.38627 -0.03 0.03 0.01
H -1.19372 2.61341 2.44044 0.00 0.02 0.02
H -1.06962 4.38067 4.16944 0.01 -0.01 -0.01
H 0.88124 -0.74965 3.98933 0.02 -0.02 -0.02
H 2.37807 -2.53217 4.78698 -0.02 0.02 -0.01
H 4.12668 -3.45579 3.29927 0.00 0.00 0.01
H 4.33681 -2.60757 0.98538 -0.02 0.01 0.00
H 2.83107 -0.83373 0.17465 0.01 -0.03 -0.01
H 3.03607 2.50459 1.16386 0.06 0.05 0.00
H 4.26485 3.25260 -0.85562 -0.01 -0.02 0.01
H 3.50910 2.50253 -3.08981 0.00 0.01 0.02
H 1.52833 1.06565 -3.31868 0.07 0.01 0.00
C -4.38343 -1.88643 -1.72889 0.15 0.15 0.02
C -3.16279 -1.06768 -2.08607 -0.60 -0.37 -0.41
O -2.42681 -0.59264 -1.23429 -0.71 -0.30 0.28
N -2.95407 -0.86862 -3.41097 0.03 -0.01 0.22
C -1.79355 -0.12082 -3.85454 0.06 0.29 -0.02
C -1.84592 1.31585 -3.37416 -0.13 -0.41 -0.20
C -2.47111 2.31388 -4.10419 -0.02 0.04 -0.16
C -2.52246 3.59948 -3.59466 0.09 -0.13 0.10
C -1.94328 3.83467 -2.35589 -0.12 0.18 -0.10
C -1.33981 2.78862 -1.69185 0.14 -0.23 0.14
N -1.29624 1.54394 -2.18569 0.35 0.74 0.34
H -4.17759 -2.44627 -0.81978 0.03 -0.01 -0.02
H -4.65240 -2.57128 -2.53325 -0.02 0.01 0.05
H -5.22650 -1.22270 -1.53360 0.02 0.05 -0.03
H -3.52597 -1.34321 -4.08627 -0.02 -0.03 0.07
H -1.74843 -0.13537 -4.94039 -0.05 -0.13 -0.04
H -0.90017 -0.60827 -3.45546 0.17 0.04 -0.16
H -2.90240 2.07602 -5.06826 0.01 0.01 0.01
H -2.99411 4.39707 -4.15288 -0.01 0.00 0.02
H -1.95350 4.81906 -1.90911 0.02 -0.02 0.00
H -0.86099 2.92318 -0.73020 0.03 0.02 -0.02
C 0.82424 -4.15488 0.46907 -0.02 0.07 -0.05
Si -0.60209 -3.14112 -0.22099 -0.09 -0.32 0.16
C -1.82325 -2.82962 1.18551 -0.06 -0.11 -0.06
C -1.45719 -4.21751 -1.53192 -0.08 0.04 0.17
O -0.15221 -1.77253 -0.89732 1.08 -0.05 -0.12
H 0.48193 -5.09260 0.91778 -0.05 0.03 -0.04
H 1.34251 -3.58341 1.24465 -0.01 -0.09 -0.08
H 1.54251 -4.40352 -0.32113 -0.02 0.06 0.12
H -2.36269 -3.73729 1.47619 0.02 0.02 0.01
H -2.55125 -2.07729 0.86740 0.04 -0.03 0.10
H -1.31313 -2.44700 2.07471 0.01 0.02 -0.06
H -1.71823 -5.20657 -1.13952 -0.01 0.07 -0.04
H -0.81002 -4.36060 -2.40174 0.00 0.04 0.04
H -2.38201 -3.73726 -1.87215 0.06 -0.11 -0.04
```
Forces are in eV/Å.

## Properties
⟨S²⟩: 0.763
E_HOMO (spin up / spin down) (Eh): -0.2735 / -0.2710
Gap between HOMO and LUMO (spin up / spin down) (eV): 7.52 / 7.46
ΔE to the lowest compared entry with this formula, charge and spin (kcal per mole): 0.0
E_tot (eV): -92479.39969
Spin multiplicity: 2

Record 2
Density functional theory data (ωB97M-V with the def2-TZVPD basis set) for C29H33InN8O10 as an isolated structure.

Structure (XYZ):
```
81
Properties=species:S:1:pos:R:3:forces:R:3
In 0.03988 -0.31263 0.13530 0.13 0.50 -0.33
C 1.08204 0.47523 -2.95673 -0.06 0.04 -0.09
C -0.17350 -0.31949 -3.28127 0.00 -0.12 -0.17
N -1.23511 -0.14282 -2.28031 -0.11 -0.04 0.01
C -2.01672 1.06730 -2.48265 -0.09 0.02 -0.03
C -1.31416 2.26772 -1.90303 -0.11 0.02 0.00
C -1.51430 3.54483 -2.40170 0.02 -0.03 0.04
C -0.86939 4.60212 -1.78259 0.02 -0.04 0.03
C -0.05756 4.34829 -0.69129 -0.03 -0.02 -0.02
C 0.07317 3.04006 -0.24989 0.04 0.09 0.01
C 0.84930 2.71271 0.99731 0.02 0.07 0.04
N 1.41976 1.37075 0.98212 -0.07 0.10 -0.01
C 2.72424 1.25524 0.32773 0.07 -0.04 -0.04
C 2.57024 1.20695 -1.18896 0.07 0.08 0.02
N 1.60417 0.19459 -1.61942 -0.01 -0.22 0.24
N -0.52918 2.02753 -0.86147 0.11 0.04 0.09
H 1.83379 0.26298 -3.72739 -0.04 -0.01 0.03
H 0.87625 1.54669 -3.00487 0.02 -0.04 -0.04
H -0.52368 -0.01200 -4.27606 0.00 0.03 0.02
H 0.07955 -1.37897 -3.30227 -0.04 0.20 -0.08
H -1.84244 -0.95304 -2.31284 0.02 0.04 0.02
H -2.23628 1.25161 -3.54401 0.02 -0.04 0.06
H -2.97554 0.95850 -1.96787 0.01 0.00 0.00
H -2.15928 3.69957 -3.25460 -0.03 0.01 -0.04
H -0.99945 5.61170 -2.14603 0.00 0.04 -0.02
H 0.45723 5.14654 -0.17609 0.02 0.03 0.02
H 1.62710 3.46882 1.16125 -0.06 -0.04 -0.01
H 0.13372 2.76273 1.82072 0.02 0.03 -0.02
H 1.46086 1.00004 1.93045 0.02 -0.08 -0.01
H 3.37745 2.09270 0.60039 -0.04 -0.02 -0.05
H 3.18469 0.33285 0.67488 0.04 0.07 0.00
H 2.20284 2.17301 -1.54554 0.05 -0.03 0.02
H 3.55408 1.05274 -1.64663 -0.04 -0.01 0.02
H 1.98618 -0.75279 -1.59453 0.07 -0.02 -0.14
C -2.44014 -4.00218 1.32950 -0.02 0.05 0.01
C -1.43941 -3.02840 0.80065 0.16 0.09 0.11
N -1.20801 -1.89642 1.35625 0.09 -0.15 -0.06
O -1.96448 -1.59587 2.46088 0.06 0.04 0.03
C -0.63329 -3.34035 -0.38374 -0.10 -0.08 0.06
C -0.45440 -4.73995 -0.87170 0.00 0.00 0.00
N 0.00467 -2.34570 -0.91660 0.07 0.00 0.06
O 0.83618 -2.53584 -1.87405 0.21 -0.22 -0.04
H -3.27146 -3.46714 1.78444 -0.01 0.00 0.01
H -1.98950 -4.62676 2.10287 0.01 0.00 0.03
H -2.79867 -4.65211 0.53433 0.00 -0.01 0.00
H -1.77374 -0.63721 2.55615 -0.05 -0.15 -0.04
H -0.54103 -5.45764 -0.05730 -0.01 -0.02 0.01
H 0.53052 -4.82011 -1.32741 0.02 -0.01 0.00
H -1.19045 -5.00405 -1.63498 0.00 -0.02 -0.03
O -2.43585 2.74504 1.31100 -0.06 0.08 0.12
C -2.42903 1.52755 1.25182 -0.12 0.20 -0.13
O -1.39611 0.78216 1.45557 0.30 -0.36 0.03
C -3.71737 0.80820 0.92123 -0.16 0.06 0.02
C -3.73949 -0.40013 0.23569 0.06 -0.07 0.00
C -4.94008 -1.01796 -0.08659 -0.01 0.05 0.02
C -6.14074 -0.44314 0.29619 0.05 0.02 0.00
C -6.09690 0.75213 0.99230 0.03 -0.07 0.03
C -4.91641 1.39601 1.30421 0.00 -0.04 -0.11
N -7.37012 1.36771 1.40956 0.15 0.07 -0.22
O -7.31364 2.34428 2.12156 -0.03 0.14 0.19
O -8.39266 0.87251 0.98704 -0.23 -0.13 0.01
H -2.80482 -0.87591 -0.04072 -0.15 0.09 0.00
H -4.94206 -1.95433 -0.62673 0.00 -0.04 -0.03
H -7.09251 -0.89824 0.07083 -0.02 -0.01 0.00
H -4.92200 2.34118 1.82434 0.02 0.03 0.02
O 1.24902 -0.66415 2.79816 -0.27 0.09 0.46
C 1.84393 -1.49648 2.10758 0.35 -0.16 0.07
O 1.84708 -1.49706 0.83486 -0.34 0.02 -0.19
C 2.65262 -2.57632 2.77459 0.01 -0.09 0.04
C 3.31084 -3.53134 2.00619 -0.05 0.01 0.01
C 4.05064 -4.52767 2.61903 0.00 0.02 0.01
C 4.10823 -4.54317 4.00082 0.05 0.11 -0.02
C 3.45964 -3.61026 4.79054 0.00 0.01 -0.03
C 2.72517 -2.61906 4.16296 0.01 -0.02 -0.05
N 4.89253 -5.60272 4.66010 -0.38 -0.11 -0.08
O 5.47087 -6.39509 3.94876 0.23 -0.10 -0.08
O 4.87195 -5.64430 5.87066 0.14 0.04 0.23
H 3.22527 -3.48572 0.92966 0.01 0.01 -0.02
H 4.57270 -5.28296 2.05165 0.00 0.00 0.00
H 3.53400 -3.67242 5.86545 0.01 0.00 0.00
H 2.19643 -1.87038 4.73488 -0.01 0.02 0.00
```
Forces are in eV/Å.

## Properties
E_HOMO (Eh): -0.2956
Gap between HOMO and LUMO (eV): 7.62
ΔE to the lowest compared entry with this formula, charge and spin (kcal per mole): 13.8
E_tot (eV): -68173.80821